No. 1
C5H12N2 | ωB97M-V with the def2-TZVPD basis set

* HOMO energy (alpha / beta): -13.49 / -13.49 eV
* energy above the lowest of the compared OMol25 structures with the same formula, charge and spin: 2.355 eV
* ⟨S²⟩: 0.776
* multiplicity: 2
* calculated total energy: -8350.21338 eV
* LUMO (alpha / beta): -3.67 / -7.35 eV
* net charge: +1
* HOMO-LUMO gap (alpha / beta): 9.82 / 6.14 eV

Cartesian coordinates (Å):
H 0.573932 -2.239235 -0.607908
H 1.334116 -1.513635 -1.996226
C -0.743652 1.575843 -2.410577
C -0.937761 0.229357 -2.169754
C 1.324398 -0.488192 2.286238
H -0.161905 2.157982 -1.657473
H -1.124982 2.053775 -3.306110
H -1.535074 -0.399935 -2.832264
H 0.314137 0.127831 -0.607493
H -0.211840 -2.314444 -2.179143
H -0.573737 2.011810 2.505597
C 0.378623 -1.698437 -1.538543
H -1.508416 0.539186 2.486773
N -0.291038 -0.460697 -1.166381
N 0.478443 0.344672 1.751859
H -0.223038 0.756738 3.743133
H 2.157006 -0.872553 1.684476
H 1.268019 -0.768503 3.338881
C -0.517231 0.958436 2.674915

Cartesian forces (eV/Å) of the 6 atoms listed first:
0.0 -0.1 -0.2
0.4 0.5 -0.3
0.3 0.0 1.4
0.3 -1.0 0.6
-1.4 1.8 -1.0
-0.5 -0.3 -0.9

No. 2
C5H12N2NiO4PS2 | ωB97M-V with the def2-TZVPD basis set

* HOMO energy (alpha / beta): -12.87 / -12.92 eV
* ⟨S²⟩: 2.004
* multiplicity: 3
* calculated total energy: -88540.68228 eV
* LUMO (alpha / beta): -4.50 / -5.84 eV
* net charge: +1
* HOMO-LUMO gap (alpha / beta): 8.37 / 7.07 eV

Cartesian coordinates (Å):
O 1.573113 -0.389659 -0.945959
C -0.088078 -1.344566 1.855445
P -0.371016 1.951036 -1.642002
H 1.411056 1.925308 -3.179799
O 0.977217 -2.715800 -1.349957
H -1.884998 -2.422177 1.422246
H -0.026523 -0.132182 3.622579
S -1.124622 -0.018622 -2.242921
S 0.635518 -1.449139 -0.676014
H 2.007797 1.873862 -1.508820
Ni 2.369353 -3.729037 -2.096672
N 0.565251 -1.786909 0.840114
H -1.864360 -1.601336 3.034545
H -1.220923 1.484658 0.554261
H 0.317199 2.427278 0.602779
H -1.205401 3.224262 0.205275
C 1.290944 2.345855 -2.180527
O -2.524490 0.256942 -2.279912
C -0.644412 2.292155 0.104388
C 0.650594 -0.671599 2.961128
H -2.051112 -0.686064 1.537400
H 1.425945 3.428378 -2.215872
H 1.153620 -1.436386 3.562309
O -0.375451 -0.225380 -3.445396
C -1.557307 -1.556464 1.990848
H 1.412942 -0.012306 2.546155
N -0.851856 -1.032108 -1.075622

Cartesian forces (eV/Å) of the 6 atoms listed first:
0.0 0.1 0.1
-0.3 -0.5 0.0
0.2 -0.2 0.2
0.0 0.0 0.0
-0.2 -0.1 0.1
0.0 0.0 0.1

No. 3
C5H12N2O | ωB97M-V with the def2-TZVPD basis set

* HOMO energy: -8.14 eV
* energy above the lowest of the compared OMol25 structures with the same formula, charge and spin: 6.649 eV
* calculated total energy: -10401.77467 eV
* LUMO: -2.85 eV
* HOMO-LUMO gap: 5.29 eV

Cartesian coordinates (Å):
O 0.182953 1.524943 -1.592465
C 0.258284 0.304286 -1.453105
H -1.437552 0.560395 1.801609
H -1.964969 -1.418529 0.165950
C -1.206871 -0.649977 0.018196
H -0.268125 -1.026013 0.433329
N 0.391562 -0.702716 2.522165
H 2.414638 -0.078015 -1.331775
H -2.606524 0.940652 0.514880
H 1.721263 -0.700607 0.851208
C 1.419559 -0.483925 -1.253060
C 1.483445 -0.162540 1.858406
H -1.686393 0.121525 -1.840634
N -0.966842 -0.441792 -1.401215
H 2.423133 -0.145727 2.423547
H 1.245298 -1.551534 -1.295376
H 0.673378 -1.414736 3.196952
H -0.901176 1.434219 0.377887
C -1.574405 0.647016 0.728275
H 1.282742 0.860142 1.535798

Cartesian forces (eV/Å) of the 6 atoms listed first:
1.1 -0.5 -0.4
-2.1 1.3 -0.2
-0.2 -0.1 0.0
0.0 -0.1 0.0
-0.6 0.0 0.3
-0.1 -0.2 0.2

No. 4
C5H12N2O | ωB97M-V with the def2-TZVPD basis set

* HOMO energy: -8.04 eV
* energy above the lowest of the compared OMol25 structures with the same formula, charge and spin: 3.752 eV
* SMILES string: N/C=C/C[C@@H](N)CO
* calculated total energy: -10404.67196 eV
* LUMO: 0.91 eV
* HOMO-LUMO gap: 8.95 eV

Cartesian coordinates (Å):
H 0.510628 1.805393 0.103045
C -0.225605 -0.600906 -1.271868
H -0.087706 -1.368320 -0.589869
H 1.490887 -0.042731 0.148558
C -1.042523 0.512629 -0.680006
H -2.006627 0.359015 -0.149891
H -1.409783 1.347482 -2.593036
H 2.405411 -1.870998 1.676975
N 1.629197 -1.651107 2.347303
C 0.730532 -0.606192 2.041347
H -0.753430 2.401948 -1.788463
O -0.802806 -1.061648 -2.464448
N -1.390894 1.631981 -1.632647
C -0.223754 1.117483 0.603484
C 0.798087 0.073627 0.902238
H 2.108033 -1.526023 3.252300
H -1.545169 -1.563409 -2.359051
H 0.745280 -0.281201 -1.673760
H -0.969093 1.546878 1.299624
H 0.039334 -0.223902 2.828166

Cartesian forces (eV/Å) of the 6 atoms listed first:
-1.4 0.8 0.7
-1.0 1.0 -2.3
0.3 -1.6 1.3
1.6 -0.6 -1.0
0.3 3.7 1.6
0.4 -1.4 -0.9

No. 5
C5H12N2O | ωB97M-V with the def2-TZVPD basis set

* HOMO energy: -8.58 eV
* energy above the lowest of the compared OMol25 structures with the same formula, charge and spin: 2.848 eV
* SMILES string: CNCC(=O)N(C)C
* calculated total energy: -10405.57591 eV
* LUMO: 0.90 eV
* HOMO-LUMO gap: 9.48 eV

Cartesian coordinates (Å):
H -0.081194 -1.288829 1.522623
H 0.288557 -3.177981 -1.191500
H 0.010594 -1.977548 -2.487027
H 1.616399 -0.889045 0.839741
N -0.438404 1.209815 1.270279
H -1.287006 -2.547639 -1.416812
H -1.416164 1.592205 1.308862
N -0.038427 -1.131089 -0.475823
C -0.217557 -2.247655 -1.440591
H 1.083825 1.844391 -0.088930
H 1.226543 -2.430594 0.813334
H -0.651219 2.155999 -0.731944
C -0.124559 0.175275 -0.962032
C 0.684201 -1.472082 0.806297
O -0.350172 0.468982 -2.141395
H 0.270170 2.613486 2.734256
H 1.387223 1.381018 2.178552
H 0.005801 0.895167 3.319039
C 0.313463 1.603288 2.457690
C -0.041271 1.528913 -0.066402

Cartesian forces (eV/Å) of the 6 atoms listed first:
0.4 -0.2 1.4
0.6 0.4 0.4
0.0 0.2 0.7
-0.7 0.9 0.6
-3.2 1.6 0.6
0.4 0.3 -0.2

No. 6
C5H12N2O | ωB97M-V with the def2-TZVPD basis set

* HOMO energy: -7.49 eV
* energy above the lowest of the compared OMol25 structures with the same formula, charge and spin: 2.510 eV
* SMILES string: CN(C)CN/C=C/O
* calculated total energy: -10405.91377 eV
* LUMO: 0.95 eV
* HOMO-LUMO gap: 8.44 eV

Cartesian coordinates (Å):
C -0.513773 0.473597 -1.868343
C -0.167902 -0.511307 2.159785
N 0.275123 -0.209937 0.817904
H 0.909304 -0.935640 -1.864528
H 0.232565 -1.473224 2.539850
C -0.182504 -1.204400 -0.146434
H 0.147031 0.288402 2.825036
H -0.245907 0.770249 -2.887857
C 1.698374 0.024968 0.749046
H -1.250595 -1.362034 0.035402
H 2.288476 -0.891384 0.938948
C -1.294321 1.253946 -1.127170
O -1.789172 2.460944 -1.521548
N -0.028487 -0.794124 -1.515287
H 1.975082 0.774589 1.493413
H 1.956893 0.402676 -0.232901
H -1.257625 -0.566727 2.171971
H -1.591846 1.023320 -0.121155
H 0.340467 -2.171217 -0.026592
H -1.501183 2.647303 -2.419538

Cartesian forces (eV/Å) of the 6 atoms listed first:
-0.2 0.3 -0.4
0.0 -0.3 -0.2
0.0 -0.2 0.1
-0.1 -0.1 0.0
-0.1 0.2 0.0
0.0 0.2 0.1

No. 7
C5H12N2O | ωB97M-V with the def2-TZVPD basis set

* HOMO energy: -7.34 eV
* energy above the lowest of the compared OMol25 structures with the same formula, charge and spin: 5.342 eV
* calculated total energy: -10403.08201 eV
* LUMO: 0.73 eV
* HOMO-LUMO gap: 8.07 eV

Cartesian coordinates (Å):
H 2.301065 1.609842 -0.149558
H 2.920722 -1.035027 0.987532
C 2.114290 -0.227616 -0.772288
N -1.821681 0.851044 0.901943
O -1.046506 0.344212 -1.180994
H 2.287579 -1.032404 -1.449299
C 1.851567 -0.793425 0.667078
C -2.462705 -1.245264 -0.086840
H 3.057190 1.385568 -1.763866
C -1.806276 0.039545 -0.094011
H -2.554552 -1.504826 -1.210008
C 2.565163 1.025518 -0.898455
H 1.519187 -0.020456 1.291856
H -0.967455 2.447944 0.289353
H -3.565157 -1.218491 0.079930
H -2.235894 0.457509 1.824265
H -0.241018 0.779470 -0.819011
H -2.085076 -2.155448 0.491564
N -1.112465 2.006248 1.196307
H 1.282017 -1.713943 0.694496

Cartesian forces (eV/Å) of the 6 atoms listed first:
-0.5 3.2 3.4
-1.4 0.0 -0.1
0.9 -0.4 2.1
0.2 0.2 3.6
0.0 0.1 0.9
0.1 -0.1 -1.0